{"formula": "C3H13BrSi3", "method": "the ωB97M-V functional and the def2-TZVPD basis", "elements": ["C", "C", "C", "Si", "Si", "Si", "Br", "H", "H", "H", "H", "H", "H", "H", "H", "H", "H", "H", "H", "H"], "coordinates": [[-0.6054, -0.6643, -1.8451], [-0.6741, -2.5239, 0.5697], [-1.9305, 0.2529, 1.0322], [1.9124, 2.6825, -0.1373], [1.3848, 0.5456, 0.5961], [-0.5743, -0.6953, 0.0832], [2.9706, -0.8710, -0.0274], [-0.8832, 0.3431, -2.1827], [0.3916, -0.7919, -2.1492], [-1.2780, -1.3030, -2.4701], [-1.2225, -2.7935, 1.5144], [-1.2003, -3.0451, -0.1548], [0.2101, -3.0356, 0.4711], [-1.8247, 1.3738, 0.9544], [-2.9626, 0.1737, 0.7815], [-1.7627, 0.0891, 2.1635], [2.9919, 3.1137, 0.5483], [0.6892, 3.4324, -0.3603], [2.6746, 2.9792, -1.4363], [1.6930, 0.7376, 2.0487]], "forces_ev_per_angstrom": [[-1.9192, 0.7703, 0.3621], [-1.4309, 1.5224, 1.9447], [1.2869, 1.5867, 1.4940], [-0.9704, -0.8672, -3.3505], [-0.1068, -0.4275, 0.4752], [-1.0806, -0.0616, -0.4494], [0.6482, -0.3826, -0.3074], [0.1556, 0.0990, 0.1939], [1.4562, -0.4152, -0.6198], [0.5394, 0.0214, 1.0072], [0.9200, 0.5574, -0.5982], [-1.6679, -0.5475, -1.8379], [2.6433, -0.9879, 0.5065], [0.4254, -0.8835, -0.1416], [-0.8532, -0.8779, -0.1452], [-0.4350, -0.0798, -1.6799], [1.8783, 1.2982, 2.5997], [-0.3954, 0.6083, 0.5362], [-0.7424, -0.8360, 0.0916], [-0.3515, -0.0969, -0.0813]], "nbo_charge": [-1.0900, -1.0877, -1.1156, 0.4243, 0.2887, 1.2422, -0.3166, 0.2350, 0.2367, 0.2474, 0.2426, 0.2408, 0.2440, 0.2361, 0.2442, 0.2434, -0.1411, -0.1296, -0.1228, -0.1220], "e_homo_ha": -0.3445, "e_tot_ha": -3564.5787, "smiles": "C[Si](C)(C)[Si@H]([SiH3])Br", "orbital_gap_ev": 9.844, "de_lowest_ev": 0.236}